This record from the OMol25 dataset describes a molecular structure, C22H19BrCl2N5O2Tc. The level of theory is the ωB97M-V functional and the def2-TZVPD basis.

```
! RIJCOSX wB97M-V def2-TZVPD def2/J DEFGRID3
* xyz -1 2
Tc 0.05 0.19 0.67
Br 0.07 -0.16 3.35
Cl 6.15 -2.52 -1.21
Cl 4.12 -4.94 -1.61
O 4.03 1.46 0.84
O -0.42 -3.94 0.13
N 2.10 0.20 0.52
N -0.56 1.07 -0.79
N 0.46 -1.78 0.22
N 0.61 2.25 1.24
N -1.82 -0.81 0.99
C 1.63 4.68 2.03
C 1.78 -2.06 -0.15
C -0.71 1.41 -3.13
C -0.21 3.24 1.56
C 1.93 2.44 1.28
C 2.68 -0.97 0.02
C 2.24 -3.27 -0.65
C 0.26 4.48 1.97
C -2.93 -0.25 1.48
C -0.49 -2.73 0.35
C -1.31 -0.84 -2.29
C -2.78 1.13 -1.78
C 3.58 -3.41 -0.98
C -1.34 0.65 -1.96
C -4.04 -1.00 1.82
C -2.84 -2.95 1.17
C -4.00 -2.38 1.66
C 2.48 3.65 1.68
C 2.81 1.30 0.86
C 4.02 -1.14 -0.31
C -1.77 -2.14 0.85
C 4.46 -2.36 -0.81
H -1.88 -1.42 -1.56
H 0.33 1.11 -3.26
H -4.92 -0.50 2.21
H -1.76 -1.02 -3.27
H 2.03 5.64 2.35
H -0.29 -1.21 -2.30
H -1.25 1.21 -4.06
H -3.28 0.58 -0.98
H -1.27 3.03 1.48
H -0.44 5.26 2.23
H 4.71 -0.33 -0.17
H 1.56 -4.09 -0.77
H -2.91 0.82 1.61
H -2.72 -4.02 1.03
H 3.56 3.74 1.68
H -4.85 -2.99 1.92
H -3.35 0.99 -2.70
H -0.72 2.49 -2.94
H -2.79 2.19 -1.53
*
```

frontier orbital gap (spin up / spin down): 6.5 / 6.1 eV
energy relative to the best compared isomer or geometry (same formula, charge and spin): 18.1 kcal per mole
E_HOMO (spin up / spin down): -3.916 / -3.617 eV
LUMO level (spin up / spin down): 2.54 / 2.53 eV
⟨S²⟩: 0.813

=====

This record from the OMol25 dataset describes a molecular structure, C38H52BClN11O6RbS4Se in a non-equilibrium geometry. The level of theory is the ωB97M-V functional and the def2-TZVPD basis.

```
! RIJCOSX wB97M-V def2-TZVPD def2/J DEFGRID3
* xyz -2 1
Rb -0.21 0.27 0.33
Se -9.24 0.62 0.28
Cl 2.94 6.77 -2.86
S 0.35 2.52 -4.20
S 0.66 -2.67 1.90
S 2.22 0.69 3.47
S 2.67 -0.46 -1.04
O -5.70 -1.61 -4.67
O 3.09 8.13 -3.26
O 0.56 1.23 -4.97
O 3.63 5.88 -3.83
O 3.46 6.61 -1.49
O 1.54 6.38 -2.91
N -6.27 0.16 -3.33
N 1.89 -1.51 5.04
N -7.99 -0.61 0.71
N 4.33 -0.58 1.13
N -3.23 -0.94 -0.02
N -3.34 1.27 -1.71
N 1.72 -4.14 -0.16
N -8.05 1.77 -0.32
N 3.16 -2.95 0.97
N 4.39 1.41 0.15
N 3.27 -1.83 3.31
C 1.61 0.05 6.82
C -0.53 -5.14 0.17
C -3.18 -2.07 0.76
C 2.41 -0.93 3.90
C 0.49 -4.56 -0.82
C -4.05 3.55 -1.27
C -3.93 -0.32 -3.58
C -4.46 -0.33 -0.15
C -5.50 -2.02 1.23
C 4.91 3.81 -0.07
C -3.10 2.66 -1.49
C 3.83 -3.53 -0.08
C -4.25 -2.60 1.41
C -5.63 -0.86 0.52
C -5.64 1.86 -0.74
C 0.79 -5.69 -1.83
C 3.78 0.12 0.09
C 2.34 -2.83 5.08
C -0.40 -0.37 5.33
C -6.86 1.24 -0.22
C 3.22 -2.95 4.11
C 4.17 2.57 -0.67
C 1.85 3.44 -4.55
C 1.85 -3.25 0.92
C -0.84 3.36 -5.22
C 2.99 -4.25 -0.82
C 0.89 -0.96 6.00
C 4.63 2.29 -2.11
C -5.44 3.15 -0.99
C -4.55 0.87 -0.85
C -0.21 -3.36 -1.52
C 2.70 3.00 -0.59
C -6.83 -0.12 0.37
C -5.38 -0.67 -3.92
C 0.37 -2.04 6.96
C 5.34 1.43 1.22
C 5.29 0.20 1.81
C -3.64 1.09 -3.14
B 3.95 -1.95 1.89
H 4.65 4.71 -0.64
H 5.76 2.32 1.70
H 1.39 -6.49 -1.43
H 5.02 -2.50 2.04
H -4.17 -3.56 1.98
H 3.10 -4.92 -1.67
H 2.64 2.77 -4.15
H 4.42 3.16 -2.70
H -0.13 -6.09 -2.22
H 2.45 3.09 0.51
H -1.99 2.92 -1.48
H -7.22 -0.12 -3.29
H 4.08 1.44 -2.51
H 6.00 3.82 -0.07
H -1.79 2.91 -4.95
H -4.40 1.79 -3.58
H -0.45 -1.53 7.51
H -1.17 -0.18 6.12
H 2.54 3.94 -1.07
H 0.03 -2.90 6.36
H -0.21 0.55 4.76
H -0.70 4.41 -5.21
H 2.03 2.21 -0.93
H -0.87 -1.08 4.66
H 1.27 -5.25 -2.71
H 5.74 -0.20 2.68
H -1.20 -3.48 -1.85
H 4.53 4.06 0.94
H -3.80 4.58 -1.29
H 4.87 -3.26 -0.12
H 1.09 0.42 7.69
H -0.60 2.91 -6.20
H -3.64 -1.04 -2.79
H -1.40 -5.42 -0.44
H -2.68 1.28 -3.57
H 2.54 -0.36 7.19
H 3.84 -3.80 3.78
H 1.88 0.89 6.12
H -5.95 0.82 -2.65
H 1.07 -2.38 7.65
H 1.94 3.63 -5.64
H -0.11 -2.54 -0.88
H 1.78 4.38 -4.05
H -0.90 -4.38 0.86
H 5.72 2.20 -2.18
H 2.06 -3.55 5.77
H -0.12 -5.95 0.79
H -6.42 -2.39 1.75
H -6.21 3.95 -1.10
H -2.17 -2.48 0.81
H -3.32 -0.61 -4.43
H 0.34 -3.04 -2.42
*
```

frontier orbital gap: 5.5 eV
energy relative to the best compared isomer or geometry (same formula, charge and spin): 0.0 kcal per mole
E_HOMO: -2.143 eV
LUMO level: 3.32 eV

=====

Number 1: total energy -4849.4042 a.u.. Number 2: total energy -7036.2157 a.u..